#P
ORCA calculation (ωB97M-V with the def2-TZVPD basis set) on a cluster of 2 separate species, CN2O3 in total.

```
6
Properties=species:S:1:pos:R:3
N 2.702 -0.965 2.584
N 1.874 -0.941 3.300
O 0.970 -0.915 4.022
O -2.867 1.006 -3.686
C -1.719 0.998 -3.270
O -0.548 0.928 -3.004
```

Results
E_HOMO: -12.13 eV

***

#Q
ORCA calculation (ωB97M-V with the def2-TZVPD basis set) on the molecule CN2O3.

```
6
Properties=species:S:1:pos:R:3
N -0.284 2.063 0.909
C -0.578 1.102 0.361
O -0.822 0.093 -0.357
N 0.352 -0.905 -0.310
O -0.052 -1.991 -0.332
O 1.384 -0.361 -0.272
```

Results
E_HOMO: -11.72 eV

***

#P comes first in stability; the runner-up is 95.1 kcal/mol higher.

***

#P
ORCA calculation (ωB97M-V with the def2-TZVPD basis set) on the molecule C4H8N2O2.

```
16
Properties=species:S:1:pos:R:3
C -0.787 -0.364 -2.098
N -1.331 -0.940 -0.718
C -1.308 -0.420 0.600
C -0.312 0.482 1.064
N 0.955 0.501 0.323
C 2.228 0.596 1.046
O -0.286 0.840 2.290
O 0.539 -0.702 -2.217
H -1.417 -0.927 -2.792
H -2.203 -1.353 -0.894
H -0.979 0.838 -2.132
H -2.341 -0.188 1.119
H 0.851 -0.090 -0.557
H 2.556 -0.354 1.545
H 3.031 0.936 0.367
H 2.186 1.347 1.855
```

Results
E_HOMO: -8.33 eV

***

#Q
ORCA calculation (ωB97M-V with the def2-TZVPD basis set) on the molecule C4H8N2O2.

```
16
Properties=species:S:1:pos:R:3
C 1.853 0.106 0.624
N 1.102 0.173 -0.586
C 0.080 -0.946 -0.670
C -1.028 -0.439 0.218
O -2.255 -1.146 0.016
C -1.035 1.055 -0.077
O -1.933 1.834 0.075
N 0.301 1.406 -0.438
H 2.201 1.073 0.961
H 1.153 -0.189 1.360
H 2.663 -0.595 0.488
H 0.526 -2.011 -0.473
H -0.104 -1.128 -1.734
H -0.770 -0.646 1.320
H -2.968 -0.474 0.247
H 0.213 1.927 -1.331
```

Results
E_HOMO: -9.45 eV

***

#Q comes first in stability; the runner-up is 68.5 kcal/mol higher.

***

#P
ORCA calculation (ωB97M-V with the def2-TZVPD basis set) on a structure of composition C3H7NS.

```
12
Properties=species:S:1:pos:R:3
C 0.111 -0.163 -0.027
C 0.379 1.286 -0.213
C -0.926 -0.620 0.931
N 0.941 -1.130 -0.573
S -0.177 -1.344 -2.016
H 0.912 1.465 -1.145
H 1.002 1.650 0.605
H -0.545 1.858 -0.217
H -1.627 0.173 1.169
H -0.431 -0.939 1.852
H -1.456 -1.488 0.548
H 1.819 -0.747 -0.916
```

Results
E_HOMO: -7.78 eV

***

#Q
ORCA calculation (ωB97M-V with the def2-TZVPD basis set) on a structure of composition C3H7NS.

```
12
Properties=species:S:1:pos:R:3
C 1.393 -0.594 -0.104
C -1.233 0.012 -0.152
C -0.634 1.337 -0.007
H 1.939 -1.654 1.046
H 1.385 0.289 0.553
H 1.860 -0.705 -1.378
H -0.439 -2.028 0.383
H 0.206 1.281 -0.693
H -1.316 2.082 -0.288
H -0.175 1.452 0.922
N -0.232 -0.929 -0.222
S -2.755 -0.543 -0.057
```

Results
E_HOMO: -8.29 eV

***

#R
ORCA calculation (ωB97M-V with the def2-TZVPD basis set) on the molecule C3H7NS.

```
12
Properties=species:S:1:pos:R:3
S 2.395 -0.147 -0.062
C 0.627 -0.197 0.430
C -0.298 0.968 0.114
N -1.446 0.016 -0.091
C -0.516 -1.148 -0.067
H 2.276 0.928 -0.890
H 0.768 -0.334 1.525
H -0.048 1.597 -0.743
H -0.529 1.609 0.932
H -2.094 0.200 -0.896
H -0.365 -1.710 -1.044
H -0.770 -1.781 0.793
```

Results
E_HOMO: -8.87 eV

***

#R comes first in stability; the runner-up is 8.3 kcal/mol higher.

***

#P
ORCA calculation (ωB97M-V with the def2-TZVPD basis set) on the molecule C3H7NS.

```
12
Properties=species:S:1:pos:R:3
N 1.753 -0.952 -0.176
C 1.179 0.191 0.399
C 0.505 1.202 -0.582
C -0.273 0.612 0.498
S -1.532 -0.471 -0.036
H 2.547 -1.486 0.204
H 1.057 -1.612 -0.654
H 1.874 0.613 1.245
H 0.882 2.207 -0.511
H 0.243 0.861 -1.595
H -0.470 1.104 1.386
H -2.357 0.486 -0.151
```

Results
E_HOMO: -8.08 eV

***

#Q
ORCA calculation (ωB97M-V with the def2-TZVPD basis set) on the molecule C3H7NS.

```
12
Properties=species:S:1:pos:R:3
N 0.590 -0.351 1.208
C -0.221 0.435 0.251
C -0.957 -0.660 -0.654
S -0.184 -0.167 -2.158
C 0.704 0.773 -0.846
H 0.175 -1.240 1.786
H 1.042 0.224 1.992
H -0.936 1.263 0.662
H -0.670 -1.672 0.147
H -2.069 -0.797 -0.855
H 1.882 0.314 -0.466
H 0.645 1.878 -1.068
```

Results
E_HOMO: -8.38 eV

***

#P comes first in stability; the runner-up is 34.6 kcal/mol higher.

***

#P
ORCA calculation (ωB97M-V with the def2-TZVPD basis set) on a cluster of 3 separate species, C6H14O in total.

```
21
Properties=species:S:1:pos:R:3
C -3.223 0.880 0.059
C -1.965 1.379 -0.015
C -0.796 0.829 0.746
C 0.368 0.584 -0.209
C 1.554 -0.152 0.381
C 2.620 -0.424 -0.665
O 3.741 -0.968 -0.001
H -3.348 -6.772 1.939
H -4.051 1.355 -0.457
H -3.434 -0.026 0.622
H -1.438 0.378 -1.704
H -1.816 2.343 -0.505
H -0.483 1.540 1.524
H -1.082 -0.099 1.256
H 0.682 1.539 -0.652
H -0.086 0.018 -1.065
H 2.002 0.449 1.182
H 1.234 -1.101 0.829
H 2.225 -1.118 -1.426
H 2.874 0.517 -1.181
H 4.422 -1.152 -0.658
```

Results
E_HOMO (alpha / beta): -7.99 / -9.89 eV

***

#Q
ORCA calculation (ωB97M-V with the def2-TZVPD basis set) on the molecule C6H14O.

```
21
Properties=species:S:1:pos:R:3
C -0.279 -2.004 -2.793
C 0.238 -0.706 -2.198
C -0.235 -0.536 -0.769
C 0.274 0.743 -0.116
C -0.199 0.745 1.333
O 0.639 1.582 2.088
C 0.281 1.620 3.444
H 0.064 -2.129 -3.823
H -1.376 -2.013 -2.774
H 0.071 -2.859 -2.202
H 1.337 -0.694 -2.221
H -0.102 0.154 -2.785
H -1.336 -0.579 -0.727
H 0.105 -1.408 -0.188
H -0.021 1.646 -0.695
H 1.370 0.714 -0.063
H -1.248 1.104 1.384
H -0.130 -0.320 1.725
H -0.747 2.004 3.588
H 0.981 2.343 3.899
H 0.314 0.592 3.892
```

Results
E_HOMO: -9.79 eV

***

#Q comes first in stability; the runner-up is 143.4 kcal/mol higher.

***

#P
ORCA calculation (ωB97M-V with the def2-TZVPD basis set) on a cluster of 2 separate species, C6H14O in total.

```
21
Properties=species:S:1:pos:R:3
C -1.609 -1.850 0.658
C -0.664 -1.059 0.144
C -0.332 -1.094 -1.325
C 0.241 -0.306 1.109
C 0.863 0.975 0.573
C 2.245 0.730 -0.076
H -1.955 -2.728 0.124
H -1.702 -1.810 1.729
H 0.607 -1.633 -1.489
H -0.113 -0.087 -1.684
H -1.168 -1.566 -1.831
H -0.346 -0.035 1.993
H 0.972 -1.022 1.492
H 0.344 1.398 -0.270
H 0.884 1.794 1.274
H 2.554 1.529 -0.748
H 3.020 0.732 0.699
H 2.270 -0.208 -0.628
O -1.846 2.326 -0.843
H -2.056 2.472 0.096
H -2.210 1.443 -0.996
```

Results
E_HOMO: -9.26 eV

***

#Q
ORCA calculation (ωB97M-V with the def2-TZVPD basis set) on the molecule C6H14O.

```
21
Properties=species:S:1:pos:R:3
C -1.645 -0.677 -1.107
C -1.218 -0.325 0.312
C -2.317 0.439 1.041
C 0.203 0.474 0.369
C 1.431 -0.211 -0.261
C 2.680 0.675 -0.227
O 1.665 -1.420 0.452
H -2.602 -1.217 -1.141
H -0.901 -1.299 -1.609
H -1.782 0.250 -1.686
H -0.781 -1.147 0.886
H -3.268 -0.112 1.083
H -2.517 1.385 0.515
H -2.027 0.672 2.070
H 0.491 0.733 1.410
H 0.029 1.410 -0.161
H 1.204 -0.437 -1.315
H 2.958 0.902 0.807
H 2.512 1.617 -0.760
H 3.533 0.172 -0.706
H 2.445 -1.844 0.070
```

Results
E_HOMO: -10.04 eV

***

#Q comes first in stability; the runner-up is 18.5 kcal/mol higher.